A molecular structure, C39H23Br2FeIN4O3PS5, computed with ωB97M-V with the def2-TZVPD basis set.

Cartesian coordinates (Å):
Fe  -0.741  0.378  1.039
Br  3.169  -0.626  4.071
C  1.659  0.450  4.438
C  1.507  1.024  5.712
C  0.421  1.796  6.009
Br  0.265  2.543  7.749
C  -0.584  2.036  5.039
C  -1.754  2.807  5.219
C  -2.639  2.951  4.187
C  -2.372  2.331  2.953
N  -1.296  1.611  2.763
C  -0.407  1.451  3.773
C  0.727  0.634  3.433
O  0.806  0.137  2.244
H  2.266  0.844  6.460
H  -1.937  3.276  6.176
H  -3.542  3.534  4.304
H  -3.047  2.428  2.109
I  0.146  -3.131  2.028
C  -1.251  -3.828  0.651
C  -2.313  -4.525  1.152
C  -3.165  -5.253  0.301
C  -2.869  -5.345  -1.024
C  -1.777  -4.627  -1.570
C  -1.437  -4.802  -2.933
C  -0.394  -4.124  -3.482
C  0.255  -3.133  -2.721
C  -0.056  -2.893  -1.405
P  0.470  -1.245  -0.748
C  0.410  -0.276  -2.311
C  1.532  0.219  -2.970
C  1.389  0.985  -4.123
C  0.127  1.261  -4.626
C  -0.999  0.769  -3.974
C  -0.856  0.009  -2.825
C  2.262  -1.382  -0.435
C  2.921  -0.254  0.054
C  4.271  -0.302  0.361
C  4.976  -1.488  0.205
C  4.326  -2.619  -0.263
C  2.976  -2.566  -0.584
C  -1.009  -3.751  -0.753
H  -2.479  -4.548  2.220
H  -4.014  -5.779  0.718
H  -3.460  -5.965  -1.687
H  -2.021  -5.499  -3.523
H  -0.112  -4.276  -4.516
H  0.969  -2.491  -3.221
H  2.524  0.009  -2.589
H  2.271  1.365  -4.624
H  0.015  1.868  -5.515
H  -1.990  1.005  -4.339
H  -1.741  -0.359  -2.320
H  2.369  0.665  0.220
H  4.765  0.582  0.745
H  6.028  -1.531  0.460
H  4.867  -3.551  -0.376
H  2.473  -3.456  -0.942
C  -0.493  3.529  -1.745
S  0.637  4.923  -1.943
C  2.082  4.490  -1.103
C  2.250  3.819  0.120
S  1.108  3.146  1.117
S  3.933  3.749  0.654
C  4.666  4.636  -0.628
S  6.257  4.983  -0.746
S  3.514  5.112  -1.840
H  -1.282  3.707  -2.475
H  -0.931  3.500  -0.758
H  0.025  2.603  -1.977
O  -2.163  -0.920  1.323
O  -3.410  -0.447  0.755
N  -1.940  1.067  -0.110
C  -3.143  0.548  -0.081
C  -4.215  0.989  -0.906
C  -3.978  2.036  -1.820
N  -3.782  2.897  -2.569
C  -5.492  0.385  -0.852
N  -6.541  -0.097  -0.808

Calculated values
E_LUMO (spin up / spin down), Ha: 0.047 / -0.021
Maximum force, eV/Å: 0.69
Kohn-Sham gap (spin up / spin down), eV: 6.1917 / 4.3848
Total charge: -1
Energy relative to the best compared isomer or geometry (same formula, charge and spin), kcal/mol: 0.00
Electronic energy, eV: -298956.5872
2S+1: 5